Here is C8H8N2O4Pd as an isolated structure from the Open Molecules 2025 dataset. Energies are from the ωB97M-V functional and the def2-TZVPD basis.

Geometry as XYZ:
```
23
Properties=species:S:1:pos:R:3:forces:R:3:lowdin_spin:R:1
Pd -0.007 -0.044 -0.062 0.003 -0.273 0.853 1.2459
O -0.010 1.987 -2.437 0.003 -2.424 2.686 0.0086
O -3.136 0.117 0.106 4.917 -0.358 -0.212 0.0136
O 0.128 2.470 1.894 -0.121 -2.646 -1.837 0.0065
O 3.137 -0.065 -0.067 -4.946 -0.072 0.032 0.0135
N -0.247 -1.955 3.706 0.150 0.432 -1.084 0.0019
N 0.009 -1.248 1.668 -0.236 -0.028 0.318 0.1962
C 0.081 1.547 1.229 0.249 3.697 2.519 0.1351
C -0.010 1.206 -1.603 -0.024 3.998 -5.371 0.1006
C 1.982 -0.115 -0.069 7.822 -0.592 -0.150 0.1137
C -0.465 -0.907 2.866 0.295 -1.186 0.634 0.0111
C 0.376 -2.962 2.998 -0.008 0.628 -0.856 0.0110
C 0.539 -2.509 1.705 -0.123 -0.194 0.988 0.0164
C -1.987 0.009 0.047 -7.889 -0.100 0.229 0.1185
C -0.586 -1.997 5.111 -0.207 -0.203 1.129 0.0017
H 0.986 -2.984 0.830 -0.220 0.113 0.490 0.0027
H -0.951 0.041 3.158 0.355 -0.854 -0.150 -0.0001
H 0.676 -3.909 3.403 -0.098 -0.057 0.357 0.0016
H 0.317 -2.145 5.718 -0.216 0.092 -0.260 0.0002
H -0.093 -3.278 -3.087 0.007 -0.282 0.399 0.0006
H -0.090 -3.740 -2.486 -0.006 0.311 -0.376 0.0006
H -1.274 -2.827 5.313 0.149 0.245 -0.145 0.0000
H -1.065 -1.059 5.417 0.143 -0.244 -0.194 0.0001
```
Forces are in eV/Å.

Values from the calculation:
**2S+1**: 3
**Total charge**: +2
**Kohn-Sham gap (alpha / beta)**: 0.302 / 0.200 Eh
**Energy relative to the best compared isomer or geometry (same formula, charge and spin)**: 0.3081 eV